Here is a cluster of 2 separate species, C2H11N8OS in total from OMol25. Energies are from ωB97M-V/def2-TZVPD.

ORCA input file:
```
! RIJCOSX wB97M-V def2-TZVPD def2/J DEFGRID3
* xyz 1 1
C 2.52864 -0.29850 0.95534
C -3.50782 0.07720 -0.01934
N 3.82931 -0.50391 0.85932
N -3.84007 1.26602 -0.60316
N 0.15908 -1.03123 -1.36917
N 2.16696 0.92855 0.72814
N -2.15459 -0.09589 0.14712
N 0.84763 1.34878 0.90789
N -0.14616 0.62239 0.58074
N -1.31048 0.96189 0.28211
O 1.84819 -1.37944 1.19938
S -4.47053 -1.11974 0.59682
H 4.27959 0.38020 0.78180
H 4.29050 -1.39316 0.90588
H -3.21181 1.56245 -1.34044
H -4.80490 1.23391 -0.91224
H 0.34204 -1.95415 -1.03121
H -0.75638 -0.94036 -1.83652
H 0.89804 -0.82396 -2.08102
H -1.85292 -1.00995 0.50204
H 0.69572 2.29811 1.03412
H -1.83536 1.87643 0.27486
H 0.91994 -1.17435 0.91404
*
```

## Properties
ΔE to the lowest compared entry with this formula, charge and spin, kcal/mol: 23.0
Lowest unoccupied orbital energy, eV: -4.21
E_HOMO, eV: -11.9

From a Löwdin analysis of the wavefunction, the atomic charges in e read:
1. C -0.5614
2. C -0.9365
3. N 0.2016
4. N 0.0941
5. N 0.0285
6. N 0.1115
7. N -0.0424
8. N 0.0400
9. N 0.0220
10. N 0.0237
11. O 0.1401
12. S 0.6946
13. H 0.1175
14. H 0.1360
15. H 0.1068
16. H 0.1110
17. H 0.0212
18. H 0.0419
19. H 0.0677
20. H 0.1347
21. H 0.1435
22. H 0.2071
23. H 0.0971